Version a
The following is a quantum chemistry calculation of a single C3H5N3S2 molecule, from the Open Molecules 2025 dataset.

Summary:
- LUMO energy: 0.48 eV

The geometry in XYZ format:
```
13
Properties=species:S:1:pos:R:3:nbo_charge:R:1
S 1.6676 -1.1128 2.4997 -0.035
S -1.3033 1.4464 -2.6285 0.034
N -0.6750 0.8840 -0.0110 -0.502
N 0.3483 -1.0163 -0.2928 -0.353
N -0.0046 -0.6401 -1.5480 -0.305
C -0.0508 -0.1027 0.6087 0.339
C 0.1336 -0.2089 2.0819 -0.556
C -0.6213 0.5091 -1.3002 0.164
H -0.7188 -0.7585 2.5441 0.247
H 0.1192 0.8022 2.4978 0.249
H 0.8835 -1.8810 -0.1347 0.432
H 1.1679 -1.7296 3.5841 0.135
H -1.7293 2.4513 -1.8114 0.151
```

=====

Version b
The following is a quantum chemistry calculation of a single C3H5N3S2 molecule, from the Open Molecules 2025 dataset.

Summary:
- LUMO energy: -0.18 eV

The geometry in XYZ format:
```
13
Properties=species:S:1:pos:R:3:nbo_charge:R:1
S 1.7445 -2.2519 -1.8296 -0.169
S 1.1117 1.1633 0.9010 0.371
N -1.3102 2.1893 1.0485 -0.706
N -1.2451 0.1079 0.0970 -0.618
N 1.5704 0.1365 -0.4953 -0.736
C -0.6945 1.1933 0.6596 0.322
C -0.5013 -1.1423 -0.2144 -0.291
C 0.9588 -0.9906 -0.9633 0.145
H -2.2335 0.1094 0.0819 0.418
H -1.0680 -1.7800 -0.8507 0.241
H 2.6067 0.2347 -0.7402 0.431
H -0.7294 2.9141 1.6720 0.366
H -0.2100 -1.8836 0.6334 0.227
```

=====

Version c
The following is a quantum chemistry calculation of a single C3H5N3S2 molecule, from the Open Molecules 2025 dataset.

Summary:
- LUMO energy: -0.23 eV

The geometry in XYZ format:
```
13
Properties=species:S:1:pos:R:3:nbo_charge:R:1
S -3.0660 -0.2138 -0.2223 -0.200
S 3.1395 -0.1841 -0.1056 -0.188
N 0.5772 0.9036 -0.7645 -0.588
N 0.7142 -1.1024 0.2295 -0.462
N -0.6384 -1.1499 -0.1084 -0.421
C -0.5573 1.1225 0.4389 -0.327
C -1.3846 -0.1168 0.0099 0.134
C 1.4323 -0.0741 -0.1573 0.266
H 1.1830 1.7332 -0.6284 0.397
H 1.2924 -1.8824 -0.1252 0.440
H -1.3535 2.1290 0.4622 0.280
H -0.3140 0.9319 1.4712 0.227
H -1.0248 -2.0968 -0.4999 0.443
```

=====

Quick one: least stable of them? version c

=====

Version a
The following is a quantum chemistry calculation of a single C3H5NO3 molecule, from the Open Molecules 2025 dataset.

Summary:
- LUMO energy (spin up / spin down): 0.79 / -0.72 eV
- Spin multiplicity: 3
- <S²>: 2.013

The geometry in XYZ format:
```
12
Properties=species:S:1:pos:R:3:nbo_charge:R:1
O -0.4930 -0.2332 0.8426 -0.525
O -1.4580 0.5436 -1.0968 -0.714
O -1.6029 -1.6686 -0.5307 -0.710
N 1.7021 -0.4264 -0.9446 -0.180
C 1.7652 0.3136 0.0114 -0.068
C -1.0841 -0.4577 -0.2954 0.677
C 0.5258 0.7378 0.9278 -0.085
H 0.1899 1.7208 0.5844 0.203
H 2.6478 0.8325 0.4158 0.196
H 0.8104 0.7779 1.9785 0.206
H -1.8283 0.1928 -1.9183 0.503
H -1.1749 -2.3331 0.0254 0.498
```

=====

Version b
The following is a quantum chemistry calculation of a 2-piece molecular cluster, C3H5NO3 overall, from the Open Molecules 2025 dataset.

Summary:
- LUMO energy (spin up / spin down): 0.87 / -2.58 eV
- Spin multiplicity: 3
- <S²>: 2.014

The geometry in XYZ format:
```
12
Properties=species:S:1:pos:R:3:nbo_charge:R:1
O 0.9115 1.1966 -0.0811 -0.362
O -2.4511 -0.1978 -1.0536 -0.460
O 2.3494 1.2266 -0.3126 -0.498
N -1.8598 1.4169 0.5223 -0.827
C 0.6708 -1.1319 -0.8071 -0.630
C 0.3186 0.0528 -0.3664 0.448
C -1.7451 0.4510 -0.3642 0.594
H -2.7561 1.8342 0.7456 0.392
H 2.4342 1.1847 -1.2759 0.444
H 1.6990 -1.4423 -0.9279 0.241
H -0.0860 -1.8634 -1.0282 0.237
H -1.0281 1.8078 0.9353 0.422
```

=====

Quick one: least stable of them? version b

=====

Version a
The following is a quantum chemistry calculation of a 2-piece molecular cluster, H3PS2 overall, from the Open Molecules 2025 dataset.

Summary:
- LUMO energy (spin up / spin down): -1.65 / -1.85 eV

The geometry in XYZ format:
```
6
Properties=species:S:1:pos:R:3:nbo_charge:R:1
S -1.8330 0.6357 0.0412 -0.246
S 1.7728 0.5833 0.2538 -0.465
P -0.6741 -0.9987 -0.0961 0.420
H -1.0945 1.2661 1.0015 0.173
H 2.9183 -0.3335 0.3187 0.153
H -1.0894 -1.1528 -1.5192 -0.035
```

=====

Version b
The following is a quantum chemistry calculation of a 2-piece molecular cluster, H3PS2 overall, from the Open Molecules 2025 dataset.

Summary:
- LUMO energy (spin up / spin down): -1.23 / -1.95 eV

The geometry in XYZ format:
```
6
Properties=species:S:1:pos:R:3:nbo_charge:R:1
S -3.2402 -1.0700 0.4280 0.001
S -1.9735 0.3279 1.1584 -0.133
P 3.1483 0.8763 -0.4708 0.115
H 2.2847 -0.2342 -0.3655 -0.057
H -2.2540 -1.6278 -0.3163 0.133
H 2.0346 1.7278 -0.4339 -0.057
```

=====

Quick one: least stable of them? version b

=====

Version a
The following is a quantum chemistry calculation of a 4-piece molecular cluster, C8H16Br8 overall, from the Open Molecules 2025 dataset.

Summary:
- LUMO energy: 0.19 eV

The geometry in XYZ format:
```
32
Properties=species:S:1:pos:R:3:nbo_charge:R:1
Br -6.8967 18.1499 1.3008 -0.009
Br -11.9442 19.6598 -2.4816 -0.010
Br -4.7085 18.2330 12.1386 -0.003
Br -16.5132 19.7417 -2.1771 -0.035
Br -11.1484 14.9817 -4.8331 -0.034
Br -11.3075 16.1202 -9.2083 -0.009
Br -8.1493 16.7163 4.4544 -0.012
Br -2.6007 15.3990 11.9848 -0.022
C -14.6366 19.0074 -2.1216 -0.414
C -10.5223 15.2865 -6.6776 -0.420
C -13.7284 20.2351 -2.0299 -0.454
C -8.6674 17.3503 1.6347 -0.434
C -11.8492 15.6444 -7.4026 -0.452
C -4.5188 17.2080 10.4962 -0.460
C -4.1903 15.7541 10.7740 -0.421
C -8.6073 16.1091 2.6637 -0.454
H -4.1194 15.2245 9.8239 0.226
H -8.8977 16.9358 0.6532 0.224
H -12.2806 16.5083 -6.8969 0.230
H -10.0432 14.3977 -7.0881 0.227
H -12.4854 14.7595 -7.3840 0.231
H -5.0509 15.2229 11.1805 0.218
H -9.7973 16.1003 -6.6657 0.227
H -3.6938 17.6054 9.9049 0.226
H -13.6414 20.6963 -1.0462 0.228
H -9.4666 15.4411 2.7225 0.234
H -5.4918 17.2787 10.0100 0.237
H -14.4369 18.3203 -1.2994 0.229
H -14.3866 18.6217 -3.1100 0.227
H -14.0567 20.9559 -2.7787 0.229
H -7.7344 15.5348 2.3532 0.224
H -9.3758 18.1338 1.9035 0.227
```

=====

Version b
The following is a quantum chemistry calculation of a 4-piece molecular cluster, C8H16Br8 overall, from the Open Molecules 2025 dataset.

Summary:
- LUMO energy: 0.39 eV

The geometry in XYZ format:
```
32
Properties=species:S:1:pos:R:3:nbo_charge:R:1
Br -1.9370 1.6530 -1.9984 -0.013
Br -2.4472 -2.5964 0.1962 -0.003
Br 5.9794 -1.2474 -4.4412 -0.011
Br -0.9277 2.6327 1.5581 -0.025
Br -1.6436 3.3377 6.0270 -0.017
Br 4.3116 -4.1224 -1.2838 -0.005
Br 1.6197 -1.1886 -1.4070 -0.023
Br -4.7336 1.1756 1.4812 -0.022
C -1.8397 2.7848 3.2671 -0.444
C -0.1248 0.9934 -1.7121 -0.435
C -0.1509 -0.5135 -1.8408 -0.452
C -1.0163 3.6287 4.1983 -0.437
C 5.1765 -2.7901 -3.5878 -0.448
C 5.0751 -2.5481 -2.1149 -0.448
C -3.8376 -1.4337 0.8844 -0.447
C -3.3161 -0.0359 0.9117 -0.456
H -3.0507 0.3214 -0.0791 0.241
H 0.0269 3.3362 4.1864 0.230
H 0.1834 1.3188 -0.7276 0.228
H -0.3451 -0.8383 -2.8576 0.227
H -4.1225 -1.7846 1.8736 0.228
H 0.4664 1.4327 -2.5057 0.230
H -2.8260 3.1785 3.0590 0.239
H 6.0574 -2.4149 -1.6716 0.227
H 4.2128 -2.9482 -4.0616 0.229
H 4.4582 -1.6908 -1.8691 0.229
H -4.7042 -1.5459 0.2406 0.230
H -2.4681 0.0795 1.5776 0.226
H 5.8087 -3.6440 -3.8114 0.227
H -1.1126 4.6957 4.0345 0.229
H -0.8687 -1.0016 -1.1884 0.239
H -1.9038 1.7760 3.6624 0.227
```

=====

Quick one: least stable of them? version a

=====

Version a
The following is a quantum chemistry calculation of a 2-piece molecular cluster, CH3NO2S overall, from the Open Molecules 2025 dataset.

Summary:
- Charge: -2
- LUMO energy: 5.84 eV

The geometry in XYZ format:
```
8
Properties=species:S:1:pos:R:3:nbo_charge:R:1
S 4.5355 0.8352 -0.8171 -0.781
O -6.2116 -0.5364 -0.2514 -0.610
O -7.1872 1.0682 -1.2152 -0.598
N -7.1394 0.3441 -0.1839 0.208
C 4.0094 -0.2775 0.5029 -0.756
H 3.7941 -1.1944 0.0264 0.174
H 5.0027 -0.4385 1.0893 0.173
H 3.1965 0.1995 0.8490 0.191
```

=====

Version b
The following is a quantum chemistry calculation of a 2-piece molecular cluster, CH3NO2S overall, from the Open Molecules 2025 dataset.

Summary:
- Charge: -2
- LUMO energy: 5.84 eV

The geometry in XYZ format:
```
8
Properties=species:S:1:pos:R:3:nbo_charge:R:1
S -4.7243 -0.0780 -0.0027 -0.769
O 4.9176 -1.4154 -0.1481 -0.445
O 5.0227 0.8680 0.4491 -0.791
N 5.4606 -0.3720 -0.4180 0.236
C -2.9375 0.2196 0.0706 -0.752
H -2.6340 -0.5766 -0.5456 0.186
H -2.8557 1.1588 -0.4537 0.181
H -2.2495 0.1957 1.0485 0.154
```

=====

Quick one: least stable of them? version b

=====

Version a
The following is a quantum chemistry calculation of C7H15N2 as an isolated structure, from the Open Molecules 2025 dataset.

Summary:
- Charge: +1
- LUMO energy: -3.01 eV

The geometry in XYZ format:
```
24
Properties=species:S:1:pos:R:3:nbo_charge:R:1
N 2.1972 -0.2848 0.5959 -0.746
N 2.6762 -0.2483 -1.6519 -0.777
C -0.7214 0.0678 0.3026 -0.139
C -0.1730 1.4217 -1.7311 -0.421
C -0.3415 -1.4124 0.7900 -0.625
C -2.2308 0.1440 -0.1062 -0.582
C -0.3781 0.9783 1.5579 -0.642
C 0.0840 0.6383 -0.7859 0.115
C 1.8531 -0.0681 -0.6296 0.553
H 0.3611 -1.6000 1.5193 0.200
H -2.8723 -0.3257 0.6792 0.237
H -0.1169 -1.8753 -0.1280 0.216
H 0.5004 1.5736 1.4207 0.223
H 2.1790 0.0148 -2.5164 0.416
H -2.3967 -0.3839 -1.0132 0.220
H 1.4457 -0.3231 1.2599 0.456
H -1.1069 1.9359 -1.8724 0.261
H 3.5697 -0.6355 -1.9127 0.451
H 0.6906 1.5369 -2.4780 0.222
H -0.4422 0.2649 2.4098 0.225
H -1.1015 1.7746 1.7685 0.246
H 3.1231 -0.7605 0.6278 0.424
H -1.2625 -2.0383 1.0751 0.255
H -2.4633 1.1549 -0.2757 0.213
```

=====

Version b
The following is a quantum chemistry calculation of an isolated ion of composition C7H15N2 and charge +1, from the Open Molecules 2025 dataset.

Summary:
- Charge: +1
- LUMO energy: -4.52 eV

The geometry in XYZ format:
```
24
Properties=species:S:1:pos:R:3:nbo_charge:R:1
N 2.6310 -1.3330 -0.8292 -0.455
N 0.3838 -0.2788 0.0376 -0.333
C 2.6784 -0.5709 0.3430 -0.294
C 1.3837 0.2970 0.3832 0.139
C 1.6132 -2.1224 -0.8574 0.090
C -1.0582 -0.0852 -0.0618 -0.063
C -1.5142 1.2881 0.3798 -0.440
C -1.5404 -1.2881 0.7464 -0.603
C -1.2865 2.3174 -0.6960 -0.591
H 3.6139 -0.0824 0.4957 0.242
H 2.8931 -0.7338 -1.6611 0.427
H -1.3060 -0.2470 -1.1396 0.229
H -1.0109 -1.4627 1.6718 0.220
H 1.6310 1.3728 0.2629 0.214
H 2.6371 -1.2455 1.1729 0.236
H -1.7920 1.9699 -1.6458 0.210
H -1.6227 3.2674 -0.3916 0.233
H -0.2043 2.3645 -1.0657 0.180
H -1.4377 -2.1632 0.1950 0.212
H 1.4427 -2.8731 -0.0309 0.237
H -2.6461 1.2604 0.3433 0.230
H 1.2375 -2.3788 -1.7898 0.213
H -2.6604 -1.3022 1.0250 0.240
H -1.3033 1.6456 1.3332 0.228
```

=====

Quick one: least stable of them? version b

=====

Version a
The following is a quantum chemistry calculation of a single C8H15N3O5 molecule, from the Open Molecules 2025 dataset.

Summary:
- LUMO energy: 0.69 eV

The geometry in XYZ format:
```
31
Properties=species:S:1:pos:R:3:nbo_charge:R:1
O 4.7953 1.1782 0.8574 -0.649
O -3.9464 1.6696 -0.1130 -0.637
O 4.4965 -1.5309 -0.2938 -0.715
O 3.2761 2.3004 -0.2618 -0.614
O 0.4106 -1.5563 0.9882 -0.637
N -0.9485 1.3306 -0.6905 -0.872
N -4.3649 0.0040 1.3863 -0.829
N 1.3646 0.4336 0.3870 -0.630
C -1.9539 -0.9518 -0.4542 -0.406
C -3.4271 -0.5132 -0.7963 -0.508
C 0.3200 -0.4241 0.5363 0.684
C -3.9764 0.4977 0.1838 0.681
C 3.2041 -1.0159 -0.5129 -0.065
C 3.5861 1.2801 0.3167 0.789
C 2.7374 0.0313 0.5393 -0.168
C -1.0664 0.1744 0.1301 -0.145
H 2.8873 -0.4043 1.5243 0.242
H -1.5067 -1.4154 -1.3772 0.212
H -4.3277 -0.9757 1.5826 0.407
H -3.4867 -0.0582 -1.7915 0.233
H 2.3925 -1.8390 -0.4094 0.190
H 1.1695 1.3952 0.0554 0.456
H -1.8193 1.9052 -0.7798 0.411
H -1.9417 -1.8123 0.2397 0.230
H -1.5679 0.5876 1.0420 0.218
H -4.7267 0.7140 1.9840 0.408
H -4.0892 -1.3878 -0.7852 0.215
H 4.7161 -2.1444 -0.9948 0.477
H 3.1543 -0.6627 -1.5255 0.167
H 5.1828 2.0442 0.6307 0.495
H -0.5436 1.1459 -1.5981 0.359
```

=====

Version b
The following is a quantum chemistry calculation of a single C8H15N3O5 molecule, from the Open Molecules 2025 dataset.

Summary:
- LUMO energy: 0.44 eV

The geometry in XYZ format:
```
31
Properties=species:S:1:pos:R:3:nbo_charge:R:1
O 1.7135 2.0048 -0.3653 -0.709
O -0.8059 -2.3335 -0.4185 -0.584
O -2.4000 -0.8424 1.5790 -0.608
O 1.4405 -1.6283 1.8275 -0.644
O 3.0550 -2.2286 0.4486 -0.621
N -3.1574 -1.4419 -1.4900 -0.851
N -2.9960 1.3187 1.8112 -0.798
N 0.1274 -0.2185 -0.3471 -0.656
C -0.8745 -1.1490 -0.5979 0.711
C 2.0601 -1.5798 0.7146 0.801
C -2.0887 -0.4390 -1.2212 -0.141
C 2.4144 0.9206 0.2043 0.100
C -2.4095 0.7722 -0.3527 -0.517
C -2.5183 0.3108 1.1427 0.676
C 3.7974 0.8827 -0.3629 -0.674
C 1.6008 -0.4164 -0.2589 -0.137
H -3.2205 1.1044 2.7439 0.398
H 2.4763 1.1108 1.3335 0.195
H -2.9546 2.2832 1.5155 0.399
H 2.1028 -0.6034 -1.1336 0.197
H -3.3326 1.2255 -0.6572 0.231
H 4.3508 -0.0599 -0.0301 0.258
H 2.0633 2.0027 -1.2349 0.462
H -2.8296 -2.1856 -0.9596 0.382
H 4.4199 1.8094 -0.3015 0.237
H 1.9447 -2.1327 2.4801 0.504
H -4.1411 -1.3840 -1.2974 0.374
H -1.7841 -0.0694 -2.2198 0.202
H 3.7280 0.6645 -1.4768 0.196
H -0.1162 0.7341 -0.6638 0.404
H -1.6659 1.5680 -0.4119 0.212
```

=====

Quick one: least stable of them? version b

=====

Version a
The following is a quantum chemistry calculation of a single C4H9NOSi molecule, from the Open Molecules 2025 dataset.

Summary:
- LUMO energy: 0.79 eV

The geometry in XYZ format:
```
16
Properties=species:S:1:pos:R:3:nbo_charge:R:1
Si 0.2390 -2.9114 0.3978 0.982
O -0.7499 -0.6611 1.5344 -0.608
N 0.2222 -1.2890 -0.3988 -1.015
C 0.6964 1.6779 -0.7306 -0.450
C -0.2390 -0.3681 0.4969 0.685
C -1.7902 1.7652 -0.1868 -0.658
C -0.4183 1.2195 -0.2658 -0.014
H 1.6662 1.1085 -0.4547 0.209
H -2.1218 1.8183 0.8298 0.240
H 1.2638 -2.9390 1.6313 -0.143
H -2.4309 1.2132 -0.7684 0.224
H 0.7466 -0.8503 -1.1371 0.422
H 0.9435 -3.8751 -0.5394 -0.177
H -1.3237 -3.1154 0.5782 -0.119
H -1.8280 2.7373 -0.6132 0.214
H 0.7276 2.7084 -1.1284 0.207
```

=====

Version b
The following is a quantum chemistry calculation of a 2-piece molecular cluster, C4H9NOSi overall, from the Open Molecules 2025 dataset.

Summary:
- LUMO energy (spin up / spin down): -0.50 / -0.06 eV

The geometry in XYZ format:
```
16
Properties=species:S:1:pos:R:3:nbo_charge:R:1
Si -0.7531 -0.1045 -0.0334 1.481
O -0.2965 1.1795 0.8272 -0.903
N -0.8583 -2.6844 1.4188 -0.280
C -2.1795 0.4525 -1.1176 -1.089
C 0.6638 1.5251 1.7864 -0.221
C 2.4543 -1.2274 -1.5651 -0.494
C -0.8774 -1.7040 0.8448 -0.233
H 2.2139 -2.2487 -1.3740 0.160
H 0.5655 0.6541 2.3810 0.184
H 2.3608 -0.7352 -0.6458 0.148
H 1.7465 1.6134 1.4649 0.176
H -1.9961 1.4393 -1.5285 0.257
H -2.2488 -0.1624 -1.8816 0.225
H -3.1739 0.3552 -0.4040 0.244
H 0.3840 2.4244 2.2059 0.188
H 1.9947 -0.7768 -2.3789 0.157
```

=====

Quick one: least stable of them? version b